Record 1
The following is a DFT calculation (the ωB97M-V functional and the def2-TZVPD basis) of a 6-piece molecular cluster, C57H55B2F4IN5O18PS overall.

Cartesian coordinates (Å):
C (-2.48, 4.44, 1.21)
C (2.91, -0.32, 4.77)
C (-7.11, -0.29, -2.39)
C (0.30, 0.11, -0.96)
F (-2.62, -1.00, 7.59)
H (-0.52, 6.16, -2.83)
C (0.32, -7.50, -1.23)
H (-0.18, -7.79, 0.84)
C (-2.65, 6.34, -3.01)
H (-6.24, -1.31, -0.71)
O (4.29, -2.25, 2.63)
C (-0.80, -9.30, -8.31)
C (8.38, 5.55, -1.99)
C (-0.04, -5.71, 0.33)
H (-2.04, -0.09, -3.20)
S (-3.85, 1.35, 3.43)
C (0.01, -7.07, 0.05)
H (-4.25, 2.52, -0.49)
C (7.35, 3.70, -0.86)
C (3.87, 2.44, 8.25)
H (4.63, -0.24, 6.11)
C (-0.21, -10.71, -6.46)
H (-9.81, -3.02, -2.33)
H (4.13, -0.97, 0.60)
O (-5.16, 0.65, -1.62)
I (4.24, 2.19, -1.24)
N (10.60, 6.35, -1.30)
H (8.35, 6.31, -2.76)
H (0.29, -11.59, -6.08)
C (0.56, -6.58, -2.24)
O (-6.16, 1.61, -3.27)
C (0.59, 0.02, 5.49)
O (0.96, -4.68, -4.13)
C (0.55, -0.99, 1.83)
H (4.60, 1.62, 8.13)
H (-7.98, -3.06, -0.67)
H (3.73, 2.56, 9.34)
N (-6.07, 0.74, -2.43)
H (-4.30, 8.94, -4.38)
C (2.53, 2.06, 7.53)
C (9.50, 4.47, -0.14)
C (-4.02, 2.43, 0.57)
F (-1.13, -2.31, 6.63)
O (-0.60, 2.50, -2.36)
C (-9.11, -1.24, -3.30)
H (-0.28, -5.37, 1.33)
H (-1.98, 9.72, -4.70)
O (-1.58, -9.40, -3.47)
H (2.62, 0.41, -2.47)
H (-1.43, 0.56, 6.14)
H (0.62, -0.94, -0.88)
C (2.46, -0.68, 3.48)
H (2.08, 0.71, 0.20)
H (-4.74, 6.77, -3.30)
H (-2.90, 1.23, -4.03)
C (-1.56, -8.74, -6.10)
H (-9.91, -1.22, -4.02)
C (-8.02, -2.27, -1.41)
C (0.21, -4.78, -0.67)
H (-0.52, 2.15, -3.25)
C (-0.91, -9.86, -5.62)
C (-8.14, -0.25, -3.32)
H (4.30, 3.37, 7.89)
P (-2.16, 2.04, -1.85)
C (8.44, 3.60, -0.01)
C (-9.05, -2.25, -2.35)
H (-2.58, 5.53, 1.37)
C (-7.04, -1.29, -1.44)
N (-0.94, -10.15, -4.18)
H (0.16, -3.72, -0.44)
C (-2.82, 1.54, 0.82)
O (10.53, 7.20, -2.17)
O (2.73, -0.48, 8.11)
O (0.96, -1.91, 1.16)
O (-4.07, 4.67, -2.28)
C (9.46, 5.44, -1.14)
C (-1.36, -1.45, 7.63)
C (2.37, 1.31, -1.90)
C (-2.76, 0.74, -3.05)
H (-4.35, 3.82, 2.20)
C (-3.91, 3.85, 1.20)
C (-0.42, 0.41, 6.55)
H (-0.12, 1.39, 6.93)
H (-2.11, -8.09, -5.44)
H (-0.09, 8.33, -3.92)
C (1.10, -0.66, 3.20)
H (3.73, -2.99, 2.34)
H (3.21, -0.06, 8.84)
C (4.40, -0.30, 5.04)
H (-4.54, 4.51, 0.59)
C (-1.87, 1.24, -0.18)
B (3.53, -1.09, 2.37)
C (0.17, -0.34, 4.20)
H (0.80, -6.93, -3.23)
H (-4.59, 0.22, 3.37)
H (0.36, -8.56, -1.44)
O (11.55, 6.21, -0.56)
C (-0.16, -10.43, -7.82)
H (0.38, -11.08, -8.49)
O (3.69, -0.37, 1.23)
F (4.38, 2.08, 4.38)
C (-2.66, 1.01, 2.13)
H (1.08, 2.03, -0.38)
H (-0.07, 0.29, -1.96)
C (1.50, 1.06, -0.66)
C (-1.54, 0.21, 2.40)
H (2.47, 2.61, 6.59)
C (0.50, -5.23, -1.94)
O (-2.16, -0.83, 4.46)
C (5.09, 0.94, 4.45)
H (-3.74, 0.38, -2.71)
H (8.45, 2.84, 0.76)
H (-0.75, -9.07, -9.37)
O (-0.44, -0.47, 7.69)
H (4.90, -1.20, 4.69)
H (10.35, 4.40, 0.52)
H (-8.19, 0.53, -4.06)
O (-0.33, -11.13, -3.78)
H (-1.90, 3.99, 2.02)
H (-2.00, -7.58, -7.85)
H (6.51, 3.01, -0.76)
H (6.46, 4.74, -2.51)
C (-0.60, -0.10, 1.40)
H (-4.88, 1.94, 1.06)
F (-1.24, -2.17, 8.77)
H (-2.03, 4.32, 0.23)
N (0.74, -4.25, -3.01)
B (2.43, 0.50, 7.21)
O (6.21, 0.90, 4.10)
C (1.98, 0.04, 5.75)
C (7.31, 4.67, -1.85)
H (1.71, 2.35, 8.20)
N (-2.91, 5.04, -2.38)
C (-3.72, 7.11, -3.43)
C (-1.29, -0.36, 3.78)
C (-3.48, 8.33, -4.04)
C (-0.75, 0.42, 0.10)
O (-1.94, 4.40, -2.00)
H (1.91, 2.09, -2.50)
O (0.69, -3.07, -2.72)
C (-1.50, -8.46, -7.46)
C (-1.35, 6.77, -3.17)
C (-2.17, 8.77, -4.22)
C (-1.11, 7.99, -3.78)

Summary:
Spin multiplicity: 1
Total energy: -144744.85830 eV
SMILES string: CCCc1c(S)c2c(c(CCCI)c1P(C)O)C(=O)c1c(B(O)O)c(CC(=O)F)c(B(O)CC)c(COC(F)(F)F)c1C2=O.O=[N+]([O-])c1ccccc1.O=[N+]([O-])c1ccccc1.O=[N+]([O-])c1ccccc1.O=[N+]([O-])c1ccccc1.O=[N+]([O-])c1ccccc1
ΔE to the lowest compared entry with this formula, charge and spin: 0.0 kcal/mol


Record 2
The following is a DFT calculation (the ωB97M-V functional and the def2-TZVPD basis) of a 10-piece molecular cluster, C57H56F4O3 overall.

Cartesian coordinates (Å):
H (-0.17, 0.21, 3.13)
H (-7.60, -0.72, 4.36)
H (11.07, 2.53, 0.48)
C (-11.24, -0.55, 3.19)
H (-0.64, -0.67, -2.34)
H (-0.92, -1.60, 13.77)
H (-0.77, 6.72, -5.52)
C (2.13, 7.45, -3.96)
C (3.75, 3.80, 7.56)
C (-2.52, -6.31, -2.15)
H (9.34, 0.58, -2.84)
C (9.21, 1.19, -1.96)
C (0.30, -0.31, -1.91)
C (-7.51, 0.50, -6.62)
C (5.55, -6.63, 2.12)
H (0.19, -1.12, 2.01)
H (0.55, 4.59, 9.58)
C (-7.46, 0.97, -5.35)
H (1.09, -1.03, -2.07)
C (-10.39, 0.55, 3.03)
O (-0.96, 0.43, 1.29)
H (1.83, 2.86, -11.54)
H (5.26, 1.98, -13.91)
C (-0.99, -2.58, 10.53)
C (-3.50, -5.30, -1.87)
C (-2.58, -1.45, 12.46)
H (0.77, 5.46, 7.44)
C (1.48, 4.40, 9.07)
H (-8.26, 1.16, 3.45)
H (2.42, 3.10, 10.56)
C (-9.03, -0.63, -4.57)
H (-9.06, -2.66, 4.53)
C (5.32, -7.95, 0.11)
H (-11.23, -2.64, 3.43)
H (0.50, -2.80, 12.12)
O (-1.73, 1.12, -0.70)
H (0.35, 6.81, -3.25)
H (-8.39, -0.99, -7.86)
H (5.74, -6.59, 3.19)
H (-9.90, -1.93, -6.06)
C (-9.20, -1.14, -5.86)
H (-9.68, -0.97, -3.77)
C (-0.51, -2.52, 11.86)
O (0.08, -0.23, -0.50)
C (5.35, -5.58, -0.05)
H (-8.12, 1.00, -3.33)
C (0.82, 7.16, -4.16)
H (8.90, 3.21, 1.18)
C (-10.72, -1.71, 3.63)
H (7.18, 1.24, -2.28)
H (5.39, -4.51, 1.85)
H (5.15, -6.93, -1.73)
H (4.59, 3.59, 6.92)
H (4.45, 2.70, 9.24)
C (-9.11, 0.49, 3.54)
H (1.05, 0.44, 1.90)
H (-2.19, -6.56, -3.14)
H (-3.92, -4.78, -2.72)
H (-3.30, -5.36, 1.49)
H (-2.55, -2.33, 9.15)
C (2.75, 4.59, 7.04)
H (5.55, -8.82, 2.07)
C (-8.34, -0.61, -6.85)
C (3.64, 3.28, 8.81)
H (-12.27, -0.48, 2.88)
C (-8.65, -0.66, 4.11)
C (10.19, 2.17, -0.03)
C (2.28, 8.05, -6.31)
C (8.94, 2.53, 0.34)
H (2.83, 5.01, 6.05)
F (5.44, 0.97, -9.49)
C (-1.89, -6.97, -1.11)
C (-8.18, 0.47, -4.27)
F (5.26, -9.13, -0.43)
C (3.51, 2.55, -12.77)
C (5.44, -7.90, 1.51)
H (-3.20, -1.01, 13.22)
H (-6.81, 1.80, -5.13)
C (4.82, 1.46, -10.59)
F (-0.13, -3.01, 9.57)
C (4.81, 1.96, -12.93)
C (-3.10, -1.83, 11.22)
H (6.44, 0.98, -11.85)
H (3.03, 3.11, -13.56)
C (10.38, 1.44, -1.20)
C (0.09, -0.04, 2.10)
C (5.30, -6.82, -0.67)
C (-0.91, 0.51, -0.01)
H (-1.74, -6.96, 1.10)
C (-1.29, -1.90, 12.81)
H (2.83, 8.43, -7.16)
H (6.80, 2.37, -0.06)
H (-4.35, -4.02, -0.48)
C (7.96, 1.51, -1.58)
H (5.35, -4.69, -0.66)
H (3.03, 1.89, -9.49)
C (5.39, -5.47, 1.35)
H (11.40, 1.31, -1.53)
C (0.23, 7.07, -5.35)
H (-1.11, -7.70, -1.29)
H (-4.15, -1.65, 11.03)
C (7.81, 2.09, -0.35)
C (2.50, 3.56, 9.58)
C (5.45, 1.41, -11.83)
C (-2.18, -6.58, 0.20)
C (3.52, 1.96, -10.45)
C (0.97, 7.49, -6.46)
C (-2.27, -2.27, 10.19)
H (-10.84, 1.43, 2.60)
C (1.65, 4.93, 7.77)
C (-3.69, -4.86, -0.58)
C (2.82, 8.02, -5.04)
H (2.64, 7.29, -3.02)
H (3.86, 8.31, -4.92)
F (-6.80, 1.08, -7.63)
H (0.51, 0.71, -2.23)
H (0.49, 7.29, -7.41)
C (-9.44, -1.74, 4.12)
C (2.83, 2.47, -11.56)
C (-3.08, -5.59, 0.46)

Summary:
Spin multiplicity: 1
Total energy: -77025.58845 eV
SMILES string: COC(=O)OC.Fc1ccccc1.Fc1ccccc1.Fc1ccccc1.Fc1ccccc1.c1ccccc1.c1ccccc1.c1ccccc1.c1ccccc1.c1ccccc1
ΔE to the lowest compared entry with this formula, charge and spin: 98.1 kcal/mol


no.,gap between HOMO and LUMO (eV)
1,6.23
2,9.47